C11H14ClNO4S2 | ωB97M-V/def2-TZVPD

Each line ends with the Mulliken charge.
Cartesian coordinates (Å):
1 O -1.348 -2.685 1.159  -0.71
2 S -1.321 -1.965 -0.076  1.22
3 O -1.727 -2.610 -1.287  -0.69
4 N -2.283 -0.635 0.107  0.11
5 C -2.463 0.210 -1.055  -0.70
6 C -2.335 1.693 -0.706  -1.04
7 H -3.243 2.063 -0.230  0.29
8 H -2.167 2.268 -1.617  0.39
9 C -1.170 1.914 0.276  1.29
10 C -1.428 1.160 1.589  -1.00
11 C -2.401 -0.012 1.398  -0.84
12 H -3.435 0.330 1.514  0.33
13 H -2.212 -0.794 2.133  0.42
14 H -1.836 1.876 2.302  0.43
15 H -0.466 0.813 1.964  0.19
16 O 0.055 1.486 -0.290  0.00
17 C 0.631 2.580 -0.967  -0.52
18 H 1.702 2.576 -0.758  0.30
19 C -0.090 3.816 -0.387  -0.51
20 H -0.626 4.372 -1.165  0.28
21 O -0.994 3.286 0.558  -0.57
22 H 0.585 4.492 0.140  0.32
23 H 0.473 2.491 -2.049  0.31
24 H -3.448 0.013 -1.493  0.37
25 H -1.705 -0.075 -1.788  0.29
26 C 0.341 -1.398 -0.357  0.01
27 C 0.936 -1.203 -1.564  -0.03
28 C 2.247 -0.698 -1.453  -0.82
29 C 2.612 -0.523 -0.151  0.26
30 Cl 4.104 0.078 0.407  -0.19
31 S 1.363 -0.990 0.958  -0.19
32 H 2.886 -0.475 -2.288  0.48
33 H 0.447 -1.433 -2.492  0.52

Output
HOMO-LUMO gap: 9.380 eV
Net charge: 0

---

C20H19Cl2N3S | ωB97M-V/def2-TZVPD

Each line ends with the Mulliken charge.
Cartesian coordinates (Å):
1 S 2.819 0.102 3.803  -0.42
2 Cl -7.092 3.730 2.543  -0.22
3 Cl 3.541 1.984 -4.997  -0.21
4 C 1.842 -0.370 2.520  -0.33
5 C -2.068 0.438 2.630  -0.80
6 C -1.742 -0.624 1.802  0.50
7 C -5.232 2.083 3.764  -0.65
8 C -4.798 2.732 1.467  -0.71
9 C 2.806 1.975 -2.343  -0.74
10 C 2.887 -0.152 -3.481  -0.77
11 C -4.079 1.297 3.759  -0.34
12 C -3.697 1.914 1.439  -0.21
13 C 2.365 1.316 -1.190  -0.15
14 C 2.410 -0.805 -2.346  -0.26
15 C -5.590 2.803 2.626  0.24
16 C 3.017 1.248 -3.508  0.33
17 C -3.323 1.191 2.591  0.21
18 C 2.137 -0.089 -1.160  -0.08
19 N -2.237 -0.905 -0.516  -0.31
20 N 0.518 -0.681 2.765  -0.17
21 N 2.345 -0.284 1.251  -0.18
22 C -2.718 -1.284 0.841  -1.08
23 C -0.819 -1.124 -0.845  -1.34
24 C -0.344 -1.100 1.645  0.09
25 C 1.611 -0.775 0.054  0.39
26 C 0.083 -0.479 0.268  -0.03
27 H -1.352 0.901 3.356  0.34
28 H -5.822 2.159 4.663  0.41
29 H -5.108 3.244 0.550  0.38
30 H 2.990 3.056 -2.346  0.38
31 H 3.082 -0.662 -4.413  0.39
32 H -3.801 0.748 4.671  0.42
33 H -3.087 1.886 0.573  0.46
34 H 2.170 1.926 -0.292  0.35
35 H 2.257 -1.888 -2.328  0.36
36 H -2.517 0.071 -0.707  0.36
37 H 0.257 -0.911 3.717  0.42
38 H 3.331 -0.092 1.119  0.37
39 H -3.745 -0.990 1.040  0.43
40 H -2.700 -2.366 0.960  0.30
41 H -0.611 -2.186 -0.909  0.31
42 H -0.615 -0.687 -1.819  0.47
43 H -0.315 -2.185 1.537  0.37
44 H 1.743 -1.843 -0.076  0.41
45 H -0.017 0.620 0.303  0.31

Output
HOMO-LUMO gap: 8.510 eV
Net charge: 0

---

C20H25N3O2 | ωB97M-V/def2-TZVPD

Each line ends with the Mulliken charge.
Cartesian coordinates (Å):
1 C 7.162 0.302 -0.716  -1.28
2 C 5.639 0.293 -0.742  -0.16
3 H 5.287 -0.464 -1.446  0.32
4 H 5.271 1.261 -1.088  0.33
5 C 5.051 -0.001 0.643  -1.48
6 C 3.549 0.003 0.594  0.88
7 C 2.855 -1.166 0.357  -0.78
8 C 1.464 -1.118 0.280  0.83
9 C 0.797 0.108 0.448  0.33
10 C 1.481 1.293 0.670  -1.01
11 C 2.856 1.214 0.737  -0.80
12 H 3.424 2.117 0.907  0.43
13 H 0.957 2.229 0.757  0.26
14 O -0.539 -0.070 0.358  -0.14
15 C -0.745 -1.403 0.096  0.84
16 C 0.442 -2.088 0.035  0.02
17 C 0.673 -3.534 -0.210  -1.80
18 H -0.269 -4.044 -0.381  0.36
19 H 1.186 -3.980 0.642  0.36
20 H 1.306 -3.660 -1.087  0.37
21 C -2.087 -1.950 -0.163  0.64
22 O -2.201 -2.977 -0.819  -0.74
23 N -3.192 -1.319 0.330  0.13
24 C -4.482 -1.905 0.034  -1.18
25 H -4.988 -2.194 0.958  0.35
26 H -4.316 -2.788 -0.579  0.38
27 H -5.116 -1.204 -0.513  0.31
28 C -3.223 -0.199 1.235  -0.90
29 H -2.237 -0.038 1.668  0.35
30 H -3.924 -0.435 2.045  0.49
31 C -3.696 1.108 0.562  -1.00
32 N -2.707 1.666 -0.312  0.33
33 C -1.800 2.641 -0.023  1.05
34 N -1.003 2.864 -1.034  -0.63
35 C -1.383 2.003 -2.015  -0.63
36 C -2.434 1.250 -1.589  -0.30
37 H -2.997 0.474 -2.066  0.47
38 H -0.875 1.984 -2.958  0.45
39 C -1.749 3.360 1.275  -1.79
40 H -2.698 3.852 1.489  0.44
41 H -1.519 2.677 2.093  0.33
42 H -0.972 4.117 1.218  0.44
43 H -4.608 0.915 -0.011  0.42
44 H -3.927 1.836 1.343  0.38
45 H 3.376 -2.104 0.232  0.48
46 H 5.402 0.757 1.347  0.41
47 H 5.410 -0.974 0.983  0.41
48 H 7.545 -0.662 -0.387  0.32
49 H 7.560 0.508 -1.707  0.37
50 H 7.529 1.066 -0.033  0.32

Output
HOMO-LUMO gap: 8.846 eV
Net charge: 0

---

FHNO3P | ωB97M-V/def2-TZVPD

Each line ends with the Mulliken charge.
Cartesian coordinates (Å):
1 N -1.161 -0.571 -0.466  -0.49
2 O 1.492 -0.607 1.327  -0.75
3 O 0.774 1.709 0.667  -0.72
4 O 1.716 -0.023 -1.133  -0.71
5 F -2.328 -1.072 0.214  -0.34
6 P 1.087 0.303 0.188  0.91
7 H -1.580 0.261 -0.798  0.10

Output
HOMO-LUMO gap: 6.458 eV
Net charge: -2